1.
Molecular formula: C4H9N3
Method: DFT, ωB97M-V with the def2-TZVPD basis set

Each line ends with the Mulliken charge.
Cartesian coordinates (Å):
C -1.281 -0.668 -0.290  0.05
C 0.881 -0.534 -1.639  -1.57
C -0.784 1.592 1.182  -1.00
C 0.107 -0.187 -0.338  0.99
N -2.272 -1.238 -0.157  -0.50
N 0.799 -1.174 0.927  -0.75
N 0.037 1.208 -0.001  -0.27
H 1.885 -0.313 -1.475  0.45
H 0.833 -1.617 -1.681  0.39
H 0.413 -0.121 -2.500  0.36
H -1.137 2.587 1.153  0.32
H -1.533 0.876 1.228  0.36
H -0.355 1.463 2.115  0.36
H 0.018 -1.811 1.099  0.29
H 1.478 -1.798 0.437  0.27
H 0.911 1.735 -0.060  0.26

Atoms 1-2, force components in eV/Å:
C -0.108 -1.183 -0.456
C -2.177 -1.035 1.902

## Properties
SMILES ... CN[C@@](C)(N)C#N
Energy above the lowest of the compared OMol25 structures with the same formula, charge and spin ... 2.0416 eV
E_LUMO ... 0.91 eV



2.
Molecular formula: Cl5H2NSi2
Method: DFT, ωB97M-V with the def2-TZVPD basis set

Each line ends with the Mulliken charge.
Cartesian coordinates (Å):
N -0.681 -1.710 -0.416  -0.46
Si -0.821 -0.022 -0.033  0.45
Si 1.244 1.046 -0.222  0.68
Cl -0.899 0.097 2.640  -0.47
Cl -2.492 0.679 -0.570  -0.12
Cl 2.187 0.722 -1.977  -0.21
Cl 2.459 0.603 1.267  -0.15
Cl 0.783 3.033 -0.057  -0.22
H -1.522 -2.211 -0.900  0.26
H -0.259 -2.236 0.268  0.24

Atoms 1-2, force components in eV/Å:
N -3.396 1.644 -2.808
Si 2.877 -2.879 3.417

## Properties
Energy above the lowest of the compared OMol25 structures with the same formula, charge and spin ... 1.9900 eV
E_LUMO ... -0.39 eV



3.
Molecular formula: C6H7IN3
Method: DFT, ωB97M-V with the def2-TZVPD basis set

Each line ends with the Mulliken charge.
Cartesian coordinates (Å):
C -0.604 -1.059 -1.438  -0.93
C -1.097 0.053 -2.063  -0.36
C 0.292 -0.621 -0.439  0.70
C 0.323 0.870 -0.532  0.50
C 2.249 0.132 1.985  0.12
C 1.006 -1.343 0.484  -0.66
N -0.552 1.185 -1.556  -0.04
N 1.728 -0.698 1.371  -0.06
N 1.024 1.629 0.192  -0.56
I -2.424 -0.336 1.972  -0.09
H -0.855 -2.078 -1.648  0.44
H -1.828 0.087 -2.853  0.43
H 2.773 0.781 2.631  0.49
H 0.990 -2.420 0.548  0.42
H -3.192 -0.922 3.204  0.12
H -0.788 2.119 -1.853  0.21
H 0.954 2.623 -0.005  0.26

Atoms 1-2, force components in eV/Å:
C -0.262 0.001 -0.317
C 0.103 -0.929 0.140

## Properties
Total charge ... +1
Energy above the lowest of the compared OMol25 structures with the same formula, charge and spin ... 1.3045 eV
E_LUMO (spin up / spin down) ... -5.15 / -5.15 eV



4.
Molecular formula: C2H5F
Method: DFT, ωB97M-V with the def2-TZVPD basis set

Each line ends with the Mulliken charge.
Cartesian coordinates (Å):
C 0.074 0.789 -0.206  -0.85
C -0.122 -0.640 0.216  -0.12
H 0.560 1.397 0.660  0.25
H -0.926 1.337 -0.581  0.28
H 0.411 0.621 -1.089  0.33
H -0.505 -0.694 1.220  0.23
H -0.670 -1.351 -0.416  0.23
F 1.179 -1.457 0.196  -0.35

Atoms 1-2, force components in eV/Å:
C -4.061 1.589 5.074
C 0.850 -2.196 0.450

## Properties
SMILES ... CCF
Energy above the lowest of the compared OMol25 structures with the same formula, charge and spin ... 1.3014 eV
E_LUMO ... 1.09 eV



5.
Molecular formula: C3H12N2O2
Method: DFT, ωB97M-V with the def2-TZVPD basis set

Each line ends with the Mulliken charge.
Cartesian coordinates (Å):
C -0.613 0.666 -0.001  -0.56
C 0.778 0.877 0.676  -0.32
O 0.740 0.215 2.026  -0.52
N -1.482 -0.342 0.566  -0.19
C -1.289 -1.730 0.493  -0.48
N -1.741 -2.407 -0.774  -0.59
H -1.131 1.590 0.184  0.42
H -0.323 0.676 -1.041  0.14
H 0.973 1.951 0.799  0.41
H 1.654 0.439 0.080  0.08
H 1.128 0.946 2.566  0.31
H -2.460 0.074 0.531  0.24
H -0.219 -1.837 0.753  0.29
H -1.794 -2.254 1.348  0.31
H -1.125 -3.114 -0.909  0.24
H -1.562 -1.744 -1.506  0.23
H 2.475 2.103 -3.310  0.33
H 2.502 1.544 -1.881  0.31
O 2.908 2.284 -2.421  -0.65

Atoms 1-2, force components in eV/Å:
C 1.282 0.386 0.961
C 0.279 -1.924 1.161

## Properties
SMILES ... NCNCCO.O
Energy above the lowest of the compared OMol25 structures with the same formula, charge and spin ... 2.5967 eV
E_LUMO ... 0.53 eV



6.
Molecular formula: C26H30KO2P
Method: DFT, ωB97M-V with the def2-TZVPD basis set

Each line ends with the Mulliken charge.
Cartesian coordinates (Å):
K -0.090 0.404 0.378  0.77
C -3.995 0.536 -0.291  -2.49
C -3.150 0.254 0.920  1.28
C -2.578 1.312 1.635  0.92
C -2.941 2.733 1.295  -2.22
C -1.692 1.045 2.683  1.07
C -0.978 2.177 3.377  -2.42
C -1.444 -0.276 3.067  0.94
C -0.595 -0.563 4.278  -2.30
C -2.017 -1.332 2.355  1.42
C -1.656 -2.753 2.694  -2.34
C -2.902 -1.067 1.305  0.75
C -3.597 -2.201 0.604  -2.39
H -5.048 0.640 -0.026  0.39
H -3.906 -0.271 -1.012  0.53
H -3.676 1.451 -0.782  0.47
H -2.276 3.141 0.527  0.32
H -2.885 3.371 2.174  0.48
H -3.961 2.788 0.925  0.48
H -1.553 2.541 4.231  0.38
H -0.818 3.012 2.698  0.48
H -0.004 1.855 3.740  0.52
H 0.451 -0.697 3.998  0.27
H -0.933 -1.468 4.777  0.50
H -0.659 0.246 5.000  0.52
H -2.354 -3.174 3.421  0.38
H -0.653 -2.809 3.108  0.34
H -1.674 -3.374 1.802  0.52
H -3.013 -2.538 -0.254  0.36
H -4.579 -1.895 0.254  0.51
H -3.742 -3.043 1.275  0.49
O 0.964 -0.276 -3.736  -0.72
C 1.381 -0.128 -2.607  -0.04
O 0.696 0.067 -1.544  -0.39
C 2.889 -0.159 -2.271  -0.92
P 2.788 -0.031 -0.449  0.39
C 4.594 -0.075 0.002  0.54
C 5.620 -0.167 -0.934  -0.41
C 6.948 -0.092 -0.548  -0.65
C 7.282 0.057 0.787  -0.45
C 6.274 0.176 1.727  -0.74
C 4.950 0.139 1.332  -0.22
C 2.350 -1.748 0.026  1.03
C 2.412 -2.062 1.381  -0.01
C 1.988 -3.287 1.856  -0.90
C 1.471 -4.225 0.976  -0.50
C 1.403 -3.928 -0.375  -0.87
C 1.839 -2.701 -0.851  -0.28
H 3.396 0.710 -2.698  0.58
H 3.395 -1.062 -2.625  0.43
H 5.398 -0.286 -1.984  0.27
H 7.726 -0.138 -1.296  0.39
H 8.319 0.101 1.090  0.38
H 6.522 0.325 2.770  0.37
H 4.173 0.296 2.071  0.30
H 2.806 -1.328 2.072  -0.05
H 2.060 -3.510 2.913  0.43
H 1.119 -5.178 1.346  0.42
H 0.990 -4.655 -1.062  0.43
H 1.755 -2.494 -1.906  0.28

Atoms 1-2, force components in eV/Å:
K -0.922 0.281 2.191
C -0.004 -0.007 0.010

## Properties
Energy above the lowest of the compared OMol25 structures with the same formula, charge and spin ... 0.7164 eV
E_LUMO ... 0.03 eV



7.
Molecular formula: C7H18N2Si
Method: DFT, ωB97M-V with the def2-TZVPD basis set

Each line ends with the Mulliken charge.
Cartesian coordinates (Å):
C -3.409 -1.157 -0.108  -0.44
C -4.447 -0.095 -0.501  -0.59
C -2.560 -0.573 1.017  -0.49
C -3.744 1.174 0.079  -0.50
C -2.721 0.747 1.056  -0.50
C 3.044 2.324 -0.060  -0.88
C 2.499 -1.909 -1.043  -0.99
N 3.428 -0.886 1.504  -0.55
N 2.993 0.997 -0.711  -0.16
Si 2.432 -0.355 0.140  0.35
H -3.906 -2.052 0.289  0.30
H -2.658 -1.404 -1.034  0.19
H -4.353 -0.197 -1.629  0.23
H -5.383 -0.400 -0.103  0.34
H 1.147 -0.063 0.624  -0.19
H -1.815 -1.084 1.585  0.45
H -3.471 1.793 -0.805  0.21
H -4.574 1.867 0.475  0.26
H -2.218 1.417 1.613  0.54
H 2.361 2.966 -0.432  0.32
H 2.885 2.205 1.106  0.25
H 4.031 2.709 -0.131  0.31
H 3.562 -1.938 -1.453  0.25
H 2.201 -2.707 -0.436  0.25
H 1.887 -1.854 -1.848  0.38
H 4.354 -1.111 1.207  0.23
H 3.021 -1.592 2.140  0.22
H 3.067 1.228 -1.677  0.23

Atoms 1-2, force components in eV/Å:
C 1.923 -1.660 -0.299
C 3.272 -0.653 -1.342

## Properties
SMILES ... CN[Si@@H](C)N.C1=CCCC1
Energy above the lowest of the compared OMol25 structures with the same formula, charge and spin ... 2.7321 eV
E_LUMO ... 0.86 eV



8.
Molecular formula: C2H2AlO
Method: DFT, ωB97M-V with the def2-TZVPD basis set

Each line ends with the Mulliken charge.
Cartesian coordinates (Å):
C 1.585 0.365 -0.178  -0.38
C 0.695 1.086 -0.778  -0.37
H 2.680 0.317 -0.104  0.33
H 0.660 1.940 -1.468  0.36
O -1.589 -1.075 0.401  -0.41
Al -0.205 -0.198 0.422  0.46

Atoms 1-2, force components in eV/Å:
C 0.138 0.383 0.106
C 0.834 0.741 -0.233

## Properties
Expectation value of S² ... 0.762
Multiplicity ... 2
E_LUMO (spin up / spin down) ... -0.57 / -2.43 eV